14
Properties=species:S:1:pos:R:3 method="wB97M-V/def2-TZVPD" multiplicity=1 e_homo_ev=-9.405 lumo_ev=0.65 relative_energy_ev=4.226 energy_ha=-270.4026 orbital_gap_ev=10.050
O 1.27180 -1.16749 1.11810
C 0.96624 -0.85551 -0.19989
C -0.51864 -0.77028 -0.51530
C -1.12996 0.46558 0.13854
C -0.10142 1.56658 0.04172
C 1.18285 1.48452 -0.26612
H 0.85508 -0.51935 1.70174
H 1.48153 -1.59172 -0.82151
H -0.63550 -0.70822 -1.60162
H -1.03076 -1.68176 -0.18258
H -2.06622 0.75869 -0.35059
H -1.38919 0.28289 1.19115
H -0.41614 2.58859 0.25857
H 1.53034 0.14749 -0.51221